{"formula": "C47H39N2P2PdSe2Si", "method": "ωB97M-V with the def2-TZVPD basis set", "species": ["C", "C", "N", "H", "H", "H", "C", "H", "H", "C", "C", "C", "C", "H", "H", "C", "Si", "H", "C", "H", "H", "H", "H", "C", "C", "H", "C", "C", "C", "H", "C", "H", "C", "C", "Se", "C", "C", "C", "C", "C", "C", "H", "H", "N", "H", "C", "H", "H", "H", "C", "Se", "Pd", "C", "H", "H", "C", "C", "C", "C", "C", "P", "H", "H", "C", "H", "C", "C", "H", "H", "P", "H", "C", "H", "H", "H", "C", "C", "H", "C", "H", "C", "C", "C", "C", "H", "H", "H", "H", "C", "H", "C", "C", "C", "C"], "coordinates": [[4.4441, -1.8377, 1.6491], [2.3729, -3.0735, 1.8265], [0.5533, 2.4382, 1.0424], [5.0279, -1.0236, 1.2398], [-2.1202, 3.4003, 0.0145], [4.4063, -2.1292, -1.1686], [4.4265, 2.4154, 0.8085], [-4.2760, -1.1725, 0.8931], [4.7806, 2.9585, 1.6745], [2.7705, -3.0127, -3.9841], [-2.0418, -1.0161, -4.5726], [1.1792, 3.1473, 0.1045], [4.7312, 2.8686, -0.4721], [-1.9347, -4.3668, 3.8843], [-4.0717, -2.6409, -1.1657], [5.0435, -2.7429, 2.5108], [-0.5442, -1.7565, -1.8989], [-0.1596, -3.4720, -0.1857], [-5.0896, 2.0459, 1.0104], [-4.0405, 1.7043, -5.2448], [-4.2772, 2.2483, -2.9523], [0.3417, 0.5668, -1.3763], [-2.8667, -0.0926, -6.2263], [1.2018, 4.5351, 0.1026], [-3.6825, 1.3892, -3.2358], [-1.9075, -3.1228, -0.2625], [-0.2426, -1.0024, 3.9344], [3.5773, -2.2564, -1.8546], [-5.6481, 3.1694, 1.6016], [-5.3888, 5.2398, 2.0781], [4.3152, -3.8048, 3.0288], [-1.5853, -1.7656, -5.2062], [-1.8418, -1.0706, -3.0866], [3.6850, 1.2596, 0.9731], [-1.0830, 2.0943, 3.3049], [-3.6754, 4.4520, 1.0564], [-1.1157, -2.7420, 2.7550], [-0.6431, 0.0978, -1.2670], [-1.4549, -3.3992, 3.9308], [-1.5236, 0.3513, -2.5334], [3.8109, -2.8498, -3.0858], [-0.5424, 4.9770, 2.9667], [-1.0887, 1.0794, -3.2133], [-0.5217, -1.5497, 2.7512], [1.3342, -3.2141, 1.5475], [2.2968, -1.8187, -1.5104], [3.2440, 0.4444, -2.3040], [-1.3229, -3.1799, 1.7875], [-6.6360, 3.1132, 2.0375], [-0.0631, 3.1111, 2.0218], [0.7235, 0.6551, 3.7419], [0.2927, 0.0858, 1.2594], [-1.1649, -2.8044, 5.1463], [6.0869, -2.6243, 2.7695], [4.8096, -3.1796, -3.3382], [-2.7826, -0.0541, -5.1475], [-3.0092, 0.5613, -2.1842], [3.2557, 0.5349, -0.1467], [-3.7525, -1.6039, -1.1463], [-0.9930, -3.2195, -0.8429], [-3.1003, 0.7319, -0.3594], [2.9483, -3.4722, -4.9469], [1.6811, 2.5824, -0.6728], [4.2948, 2.1659, -1.5860], [-1.4157, -3.2949, 6.0774], [1.4926, -2.5993, -3.6391], [-3.5343, 1.0680, -4.5298], [3.4576, 0.9053, 1.9728], [0.6031, 6.2977, 1.1784], [2.2712, -0.9455, 0.1076], [-5.6469, 1.1182, 0.9820], [-0.0629, 4.4888, 2.1296], [2.4182, -4.8110, 3.0756], [4.5464, 2.5114, -2.5799], [-1.1194, -4.0720, -1.5187], [3.1007, -1.9996, 1.3046], [2.9797, -3.9736, 2.6834], [-4.0455, -1.1388, -3.1650], [3.5571, 0.9996, -1.4301], [5.3237, 3.7650, -0.5988], [-1.3766, 0.5078, -0.0886], [-4.9437, 4.3647, 1.6236], [-3.8173, 2.1334, 0.4472], [-3.1056, 3.3381, 0.4662], [4.7920, -4.5090, 3.6970], [1.7112, 5.0626, -0.6915], [0.6843, -2.7557, -4.3439], [-3.1437, 5.3941, 1.0630], [-3.2850, -0.9580, -2.4064], [-0.2753, -1.0634, 6.0807], [0.5810, 5.2170, 1.1347], [1.2261, -2.0014, -2.4066], [-0.5337, -1.5626, 5.1571], [-3.8831, -0.8404, -0.0578]], "atomic_forces_ev_per_a": [[-0.03, 0.04, -0.02], [-0.01, 0.01, -0.03], [-0.10, 0.03, 0.12], [-0.01, 0.00, -0.01], [-0.03, 0.00, -0.01], [0.00, 0.00, 0.01], [0.00, -0.01, 0.00], [0.00, 0.02, 0.01], [0.00, 0.01, 0.00], [0.02, -0.02, -0.05], [-0.03, 0.10, -0.08], [0.07, 0.02, -0.14], [0.02, 0.02, 0.03], [-0.01, 0.00, 0.00], [0.01, 0.00, 0.01], [0.02, -0.01, 0.02], [-0.04, -0.02, -0.02], [0.03, 0.00, 0.04], [-0.01, 0.03, -0.03], [0.00, 0.00, -0.01], [0.00, 0.01, -0.01], [-0.01, 0.05, -0.03], [-0.01, 0.01, -0.01], [-0.03, -0.01, 0.01], [-0.03, 0.00, -0.14], [0.01, 0.03, -0.01], [0.04, 0.14, -0.07], [-0.03, -0.01, 0.02], [-0.02, -0.01, 0.00], [0.00, 0.00, 0.00], [0.02, 0.00, 0.01], [-0.01, -0.01, -0.02], [0.00, -0.05, 0.03], [0.00, 0.00, -0.03], [-0.03, 0.03, -0.07], [0.00, -0.02, 0.00], [-0.13, -0.03, -0.08], [0.16, -0.12, 0.18], [0.02, 0.01, -0.01], [-0.02, 0.02, -0.01], [0.06, 0.00, 0.01], [0.00, -0.01, 0.00], [0.03, -0.01, 0.01], [0.12, -0.07, 0.02], [0.05, 0.01, 0.00], [-0.06, 0.01, 0.04], [-0.01, -0.01, -0.02], [-0.01, 0.00, 0.07], [0.00, 0.00, 0.00], [-0.03, -0.10, 0.00], [0.13, -0.09, 0.06], [0.16, -0.17, 0.06], [0.01, 0.01, 0.01], [0.00, 0.00, 0.01], [0.00, -0.01, 0.00], [0.08, -0.09, 0.03], [-0.03, -0.05, 0.05], [0.06, 0.03, 0.02], [0.00, -0.03, -0.02], [-0.04, -0.01, -0.03], [-0.06, -0.05, -0.06], [0.01, 0.00, 0.00], [-0.01, 0.05, 0.04], [-0.02, -0.04, -0.03], [-0.01, 0.00, 0.00], [-0.04, 0.04, 0.03], [-0.01, 0.02, 0.10], [0.01, 0.00, -0.01], [0.00, 0.01, -0.01], [-0.02, 0.08, 0.04], [0.00, -0.01, 0.00], [0.04, -0.03, -0.04], [0.01, -0.01, 0.00], [0.00, 0.01, 0.00], [0.00, 0.00, 0.00], [-0.06, -0.04, -0.03], [-0.02, 0.00, 0.01], [-0.01, 0.01, 0.01], [0.02, 0.02, 0.06], [0.00, 0.00, 0.00], [-0.29, 0.33, -0.10], [0.00, 0.02, 0.01], [0.06, 0.02, 0.02], [-0.01, -0.03, 0.00], [0.01, -0.01, 0.00], [0.01, -0.01, 0.00], [-0.01, -0.01, -0.01], [0.00, 0.01, 0.00], [0.00, 0.04, -0.02], [0.01, 0.00, 0.00], [0.01, -0.02, -0.02], [0.04, 0.01, 0.03], [-0.01, -0.07, 0.01], [-0.01, 0.01, 0.04]], "lowdin_charge": [-0.07, -0.10, -0.04, 0.11, 0.10, 0.12, -0.05, 0.10, 0.12, -0.03, -0.04, -0.11, -0.04, 0.13, 0.14, -0.04, 0.74, 0.02, -0.06, 0.12, 0.12, 0.09, 0.12, 0.00, -0.02, 0.01, -0.63, -0.07, -0.03, 0.13, -0.03, 0.11, -0.27, -0.12, 0.79, -0.05, -0.11, -0.35, 0.00, -0.21, -0.02, 0.12, 0.17, -0.04, 0.07, -0.34, 0.11, 0.09, 0.13, -0.68, 0.82, 0.62, 0.00, 0.12, 0.13, -0.05, -0.35, -0.39, -0.08, -0.13, 1.07, 0.13, 0.10, -0.05, 0.14, -0.06, -0.04, 0.09, 0.13, 1.09, 0.11, -0.08, 0.12, 0.12, 0.07, -0.37, -0.05, 0.16, -0.08, 0.12, -0.20, -0.03, -0.33, -0.10, 0.12, 0.13, 0.11, 0.12, -0.18, 0.13, -0.01, -0.24, -0.05, -0.12], "total_energy_ev": -212951.1139, "molar_mass_g_mol": 986.2, "largest_force_ev_per_a": 0.45, "spin_multiplicity": 5, "homo_ev": [-15.38, -15.40], "total_charge": 3, "relative_energy_kcal_mol": 46.8, "s2": 6.02}

{"formula": "C8H17N4O2", "method": "ωB97M-V with the def2-TZVPD basis set", "species": ["H", "H", "C", "C", "N", "H", "H", "C", "N", "C", "H", "H", "H", "N", "H", "H", "C", "H", "C", "H", "H", "N", "O", "O", "H", "C", "H", "H", "H", "C", "H"], "coordinates": [[2.2508, 1.5129, 2.2962], [2.8003, 0.7348, 0.8593], [0.9796, -0.5941, 0.3386], [-2.2733, 1.1278, 0.3366], [-0.1931, -1.1927, -0.0853], [-0.1615, 2.5181, 0.1303], [0.7526, 1.5675, -0.9446], [-1.2447, 0.9922, -0.7613], [-0.8286, -2.2094, 0.4393], [-0.9565, -0.4446, -1.1885], [1.7597, -2.4714, 0.6718], [-2.0047, 0.5838, 1.1659], [2.1731, -1.4275, 1.8414], [1.9462, 0.0155, -1.4178], [-2.9988, -1.1381, -0.5623], [-2.2697, -2.2624, -1.7662], [2.0966, 1.5161, 1.2542], [-3.0978, 0.5992, 0.0203], [-2.3022, -1.1929, -1.4420], [-0.2344, -0.4566, -1.9661], [2.9612, -1.2987, 0.2275], [0.0485, 1.5501, -0.1581], [-0.4220, -2.8316, 1.4216], [2.9996, -0.5479, -1.4428], [0.1257, 0.7437, 1.7448], [2.0149, -1.4809, 0.8156], [2.2226, 2.4178, 0.7245], [-2.7417, -0.7340, -2.2960], [-1.4723, 1.5396, -1.6488], [0.7702, 0.7875, 0.8624], [-2.7004, 2.0761, 0.5294]], "atomic_forces_ev_per_a": [[-0.01, 0.58, 1.15], [0.23, 1.44, 0.44], [1.44, 0.62, -1.67], [0.16, 0.29, -1.93], [-0.87, 1.38, -1.17], [0.40, -0.44, 0.04], [-0.89, 0.56, 0.64], [0.64, -0.59, 1.85], [-1.42, -2.40, 1.42], [-1.04, -2.33, 2.31], [-0.56, -2.00, -0.63], [0.91, -0.78, 2.30], [0.67, 0.48, 1.94], [2.88, -2.41, 1.12], [0.89, -0.17, -1.04], [0.67, 0.87, 0.63], [-0.29, -3.70, -1.88], [-2.03, -1.03, -0.86], [0.15, -0.68, 0.05], [0.01, 0.01, -1.27], [-0.58, -0.17, 0.79], [0.56, 1.20, -2.81], [0.39, 1.79, -1.54], [-3.32, 2.05, -0.52], [-0.11, -0.07, 0.00], [1.15, 0.95, -0.76], [0.30, 1.26, -0.21], [-0.69, 0.80, -0.60], [-0.07, 0.72, -0.49], [0.10, 0.44, 2.34], [0.35, 1.35, 0.36]], "nbo_charge": [0.26, 0.23, 0.25, -0.66, -0.29, 0.45, 0.45, -0.03, 0.24, -0.04, 0.27, 0.23, 0.25, 0.10, 0.24, 0.27, -0.62, 0.25, -0.63, 0.23, 0.25, -0.52, -0.36, -0.17, 0.23, -0.71, 0.22, 0.22, 0.24, -0.10, 0.25], "total_energy_ev": -18613.7718, "molar_mass_g_mol": 201.3, "largest_force_ev_per_a": 4.16, "homo_ev": -12.18, "total_charge": 1, "relative_energy_kcal_mol": 139.7}

{"formula": "C16H16AsMnN4O7S5", "method": "ωB97M-V with the def2-TZVPD basis set", "species": ["C", "O", "O", "S", "H", "S", "H", "H", "H", "C", "N", "Mn", "N", "H", "O", "H", "C", "C", "O", "H", "C", "O", "C", "C", "C", "H", "H", "C", "As", "N", "S", "C", "C", "S", "H", "C", "S", "C", "C", "H", "H", "H", "C", "H", "O", "H", "N", "C", "H", "O"], "coordinates": [[-0.3383, 2.7985, 1.1576], [-2.4571, 0.6542, 0.2974], [0.2004, 0.7549, -1.4195], [-0.0799, 0.5919, -2.8828], [4.8323, -3.5237, -4.1839], [1.8754, -4.5180, -0.3512], [4.6591, -2.8686, -5.8154], [-0.4046, 2.9587, -0.9577], [-0.8850, -2.2581, 3.4926], [3.2425, -0.5765, -4.8699], [-0.0609, 3.5750, 2.2307], [-0.5805, -0.2391, 0.3017], [-1.6884, -0.7730, 2.3810], [-0.2577, 4.5576, 2.2865], [-4.9805, 1.5395, 3.8680], [5.6532, -2.0251, -4.6304], [1.3219, -0.3481, -3.4542], [-2.4512, -1.0830, 4.4256], [-0.0133, 1.8748, -3.5610], [0.7699, 3.1725, 4.1825], [3.5310, -1.8161, -4.3038], [-1.2615, -0.1955, -3.1303], [4.7344, -2.6027, -4.7579], [2.1456, 0.1601, -4.4476], [-0.9413, 3.3367, -0.0892], [0.8603, 0.6088, 3.1366], [-4.6186, 1.6266, 2.9183], [-3.2344, -0.0922, 3.8582], [0.6698, -3.2728, 0.8296], [0.0026, 1.5527, 1.4236], [0.1481, -4.0412, 2.7450], [-2.7086, 0.0460, 2.5512], [0.4750, 2.7809, 3.2262], [-1.0727, -2.4837, -0.3086], [2.8908, -3.2614, -2.8324], [0.5092, 1.5305, 2.7042], [1.4778, -1.2220, 1.0094], [1.5886, -1.5842, -2.8860], [-3.0945, 0.8763, 1.3656], [0.9452, -1.9868, -2.1124], [-2.5087, -1.5316, 5.4022], [3.8909, -0.1782, -5.6449], [2.6924, -2.3087, -3.3101], [-1.9746, 3.0006, -0.1783], [-4.6245, 0.3553, 5.7081], [1.9202, 1.1311, -4.8682], [-1.5411, -1.4490, 3.5130], [-4.3351, 0.6112, 4.5560], [-0.9142, 4.4277, -0.0772], [-4.0091, 1.7171, 1.5022]], "atomic_forces_ev_per_a": [[0.04, 0.00, 0.02], [-0.08, 0.07, 0.04], [-0.26, -0.09, -0.26], [0.17, 0.25, 0.30], [0.00, 0.00, 0.00], [0.01, -0.06, 0.01], [0.00, 0.00, 0.00], [0.01, 0.00, -0.01], [0.01, 0.01, -0.03], [0.00, 0.00, 0.00], [0.01, 0.02, 0.02], [0.29, -0.37, 0.14], [-0.07, 0.10, -0.05], [0.01, -0.02, -0.01], [0.00, -0.02, -0.01], [0.01, -0.01, 0.00], [-0.05, 0.03, -0.02], [0.00, 0.02, -0.02], [0.03, -0.01, 0.01], [0.00, 0.00, 0.01], [0.01, -0.01, -0.02], [-0.04, -0.09, -0.03], [-0.02, 0.01, 0.01], [0.01, 0.00, 0.01], [-0.03, -0.02, 0.00], [0.00, 0.00, 0.00], [0.01, 0.03, 0.03], [-0.01, 0.00, 0.00], [-0.09, 0.07, -0.14], [-0.05, 0.04, -0.05], [-0.01, -0.03, 0.12], [0.07, -0.01, -0.01], [0.00, -0.01, -0.03], [0.10, 0.07, 0.03], [0.01, 0.01, 0.00], [0.01, 0.02, 0.02], [-0.10, 0.08, -0.04], [-0.01, -0.01, -0.02], [-0.04, 0.00, -0.06], [0.01, 0.00, -0.01], [0.01, -0.01, 0.00], [0.00, 0.00, 0.00], [-0.02, 0.00, 0.01], [-0.01, -0.02, 0.01], [0.01, 0.01, -0.02], [0.00, 0.00, 0.00], [-0.02, 0.01, 0.06], [-0.01, -0.01, 0.01], [0.01, 0.00, -0.01], [0.06, -0.05, -0.01]], "nbo_charge": [0.43, -0.75, -1.07, 2.42, 0.22, -0.75, 0.20, 0.29, 0.46, -0.24, -0.52, 1.22, -0.26, 0.41, -0.70, 0.20, -0.36, 0.02, -1.01, 0.21, -0.03, -0.97, -0.62, -0.18, -0.68, 0.25, 0.51, -0.28, 1.00, -0.55, -0.79, 0.03, -0.12, -0.50, 0.23, -0.06, -0.55, -0.10, 0.79, 0.23, 0.22, 0.19, -0.22, 0.27, -0.64, 0.23, -0.32, 0.79, 0.19, -0.71], "total_energy_ev": -183488.8645, "molar_mass_g_mol": 666.5, "largest_force_ev_per_a": 0.49, "spin_multiplicity": 5, "homo_ev": [-2.41, -2.45], "total_charge": -2, "relative_energy_kcal_mol": 0.0, "s2": 6.38}

{"formula": "C20H19ClN4OS", "method": "ωB97M-V with the def2-TZVPD basis set", "species": ["C", "C", "C", "C", "C", "C", "H", "H", "C", "C", "O", "H", "C", "H", "H", "C", "H", "H", "H", "H", "C", "H", "H", "C", "N", "C", "C", "C", "H", "C", "C", "H", "H", "H", "C", "C", "N", "H", "H", "Cl", "N", "C", "H", "H", "N", "S"], "coordinates": [[1.0258, -3.4692, 3.2397], [0.0824, -1.8496, -3.1311], [-3.6658, 1.8510, 3.4318], [1.3828, -2.0740, -3.6231], [2.0639, -2.6954, 0.7691], [0.4590, 1.6619, 1.1670], [0.2309, -1.5052, 3.4505], [-1.4248, 1.3198, 3.4462], [2.2952, -1.0175, -3.8823], [0.5233, 0.4829, -3.0919], [-0.6953, 3.0471, -1.0502], [2.4424, -2.3025, -0.1871], [-2.2421, 1.7406, 2.7858], [0.7380, -3.7919, 4.2652], [2.8994, -4.6090, 0.7711], [0.0887, 2.1267, -1.2875], [-4.2676, 2.8034, 3.2499], [-3.8352, 1.2558, 1.2750], [2.6363, 1.0765, -3.5991], [-3.7787, 1.3116, 4.2945], [-3.3545, 0.9881, 2.1559], [-1.4001, -0.4721, -2.5573], [-3.2460, -0.1336, 2.1398], [2.1991, -3.9907, 1.2291], [0.8758, 0.0424, -0.3211], [0.9027, -0.4084, 0.9401], [-1.7204, 3.0428, 2.0761], [1.2196, -1.7703, 1.5276], [0.0403, 3.8490, -3.0976], [1.7312, -4.3341, 2.5006], [-0.3460, -0.5501, -2.8564], [-2.0852, 3.1896, 1.0682], [-1.1180, 2.9626, -3.9882], [1.7180, -3.0020, -3.7150], [0.8049, -2.1503, 2.8136], [1.9065, 0.2567, -3.6124], [0.2441, 1.7831, -2.6597], [0.6908, 2.9719, -4.4611], [-0.6416, -2.6417, -2.8752], [2.1356, -5.8858, 3.0016], [0.7161, 0.5957, 1.9185], [-0.0738, 2.8915, -3.6101], [3.3573, -1.0905, -4.1724], [-2.1037, 4.0004, 2.5249], [0.5004, 1.3154, -0.2566], [0.0881, 3.1774, 1.9937]], "atomic_forces_ev_per_a": [[-0.69, 1.07, 2.40], [0.89, -0.14, -0.22], [1.03, 0.86, -3.86], [-1.53, 3.64, 0.72], [-2.28, 1.39, 0.63], [-0.44, -0.87, 0.02], [-0.07, 0.39, 0.01], [-1.31, -0.08, -1.10], [-0.03, -0.14, 0.28], [3.34, -0.19, -0.91], [1.68, -0.23, 0.67], [-0.02, -0.58, 0.48], [0.21, 2.55, 0.59], [0.02, 0.43, -0.89], [0.73, -1.27, -0.95], [-3.69, 1.01, -3.24], [0.95, -1.57, 0.39], [-0.30, 1.11, -1.56], [-0.62, -0.18, -0.23], [-0.51, -0.89, 2.12], [0.73, -1.98, 2.17], [0.67, 0.65, 0.22], [-0.46, 1.17, 0.72], [0.34, 2.14, 0.59], [0.02, -2.54, 1.19], [0.83, 0.84, 1.13], [-0.82, 0.26, 0.40], [1.22, -0.62, -1.50], [0.11, -0.30, 0.27], [0.54, -0.01, -2.23], [-0.36, -0.62, -1.02], [-0.08, -0.64, -0.46], [0.64, -0.80, 0.14], [1.23, -4.02, -0.59], [-0.16, -0.47, -1.32], [-2.98, 0.76, 1.49], [-0.06, 1.93, 1.47], [-1.19, -0.76, 1.07], [0.83, 0.11, -0.41], [0.13, -1.48, 0.89], [-0.49, 0.62, -3.40], [0.87, 0.64, -0.52], [-0.76, -0.82, 0.02], [0.75, -0.92, 0.30], [1.04, 0.35, 4.34], [0.04, 0.21, -0.33]], "nbo_charge": [-0.24, -0.19, -0.41, -0.20, -0.16, 0.22, 0.24, 0.25, -0.21, 0.15, -0.61, 0.23, -0.26, 0.23, 0.22, 0.80, 0.22, 0.22, 0.22, 0.21, -0.42, 0.23, 0.22, -0.23, -0.25, 0.31, -0.53, -0.08, 0.23, -0.05, -0.22, 0.24, 0.21, 0.20, -0.16, -0.20, -0.47, 0.21, 0.22, 0.04, -0.45, -0.41, 0.22, 0.23, -0.27, 0.28], "total_energy_ev": -52410.4870, "molar_mass_g_mol": 398.9, "smiles": "CN(C(=O)n1nc(-c2ccc(Cl)cc2)nc1SCC1CC1)c1ccccc1", "largest_force_ev_per_a": 5.01, "homo_ev": -8.75, "total_charge": 0, "relative_energy_kcal_mol": 52.3}